49
Properties=species:S:1:pos:R:3:lowdin_charge:R:1 method="wB97M-V/def2-TZVPD" smiles="C[C@@H]1CCc2cc(F)cc3c(O)c(C(=O)N[C@H]4CCc5ncccc54)c(=O)n1c23" max_force_ev_per_a=2.63 de_lowest_kcal_mol=0.0
H 2.786 0.419 3.260 0.07
C 1.048 0.569 1.742 0.03
H 0.546 1.684 5.707 0.14
H -2.559 0.631 -0.059 0.15
N -1.316 1.395 1.423 0.07
C -3.703 2.684 2.491 -0.13
C -3.792 1.783 1.244 -0.13
C 3.701 -2.595 -0.544 -0.10
C 3.978 -2.064 -2.866 -0.23
C -1.490 2.347 5.566 -0.24
H -4.648 2.592 3.051 0.12
C -2.578 2.589 4.735 0.04
H -2.951 2.775 -1.288 0.08
O 3.153 -0.321 1.981 0.05
C -2.224 2.766 -0.468 -0.03
H 2.566 0.765 -4.938 0.10
H -1.222 2.772 -0.913 0.07
O -0.083 0.547 -0.313 0.02
C -0.247 1.477 3.664 -0.06
H -2.302 3.730 0.108 0.09
C -0.159 0.778 0.910 -0.31
H -4.557 2.145 0.583 0.11
C -0.292 1.846 5.020 0.07
C 4.406 -3.055 -1.843 -0.11
H 3.483 -1.177 -6.029 0.10
H 2.583 1.033 -2.457 0.12
N 3.969 -2.184 -4.217 0.11
C 3.584 -1.069 -0.696 -0.25
C 2.249 -0.061 1.190 -0.36
H 4.506 -0.555 -0.356 0.17
C -2.524 2.315 3.362 -0.13
C 3.487 -1.155 -4.936 -0.14
O 2.065 0.774 3.884 0.08
C 2.992 -0.012 -4.305 -0.08
H 4.104 -4.080 -2.171 0.13
H -3.557 3.711 2.173 0.11
H -4.086 0.809 1.580 0.11
H 1.564 -0.269 -0.711 0.11
F -1.601 2.567 6.911 0.05
C -1.365 1.701 2.788 -0.05
H 2.701 -3.048 -0.465 0.13
H 5.463 -3.089 -1.720 0.11
N 2.388 -0.472 -0.125 0.13
H 4.270 -2.856 0.329 0.11
C 3.521 -0.925 -2.188 -0.13
H -3.480 3.029 5.164 0.13
C 0.992 0.971 3.087 -0.16
C -2.445 1.580 0.509 -0.30
C 3.005 0.134 -2.927 -0.01

50
Properties=species:S:1:pos:R:3:lowdin_charge:R:1 method="wB97M-V/def2-TZVPD" max_force_ev_per_a=1.99 total_charge=+2 multiplicity=6 de_lowest_kcal_mol=0.0 s_squared=8.8009
H 5.530 -1.787 -0.863 0.08
C 1.574 -1.720 -4.277 -0.21
H 1.189 -1.013 -6.271 0.09
H -2.527 2.469 0.626 0.15
C 1.899 -2.609 -2.046 -0.06
C 1.148 -1.931 -5.691 -0.01
H -3.136 4.980 -3.204 0.12
C -2.086 -0.321 4.122 0.00
O 0.152 -1.090 1.340 -0.12
C -0.673 -2.394 5.332 0.01
H 1.820 -3.428 -1.341 0.13
C -2.395 -0.700 5.401 -0.03
C -0.331 -2.015 4.034 -0.22
C 2.583 -0.329 -2.575 -0.13
H -1.756 3.886 -4.960 0.13
C -0.722 -0.519 2.066 -0.37
H 4.990 -0.206 -1.514 0.06
O 0.657 -2.610 3.368 0.12
H 3.047 0.610 -2.290 0.13
H -0.137 -3.211 5.800 0.13
H 1.006 -3.696 -3.645 0.14
H -2.635 0.474 3.645 0.12
C -1.828 1.986 -0.054 0.00
C 5.015 -0.851 -0.642 -0.18
H 0.141 -2.346 -5.740 0.10
S 3.357 -1.265 -0.071 1.03
H 1.087 -3.281 3.911 0.14
H 2.222 0.309 -4.575 0.13
O 2.774 0.075 0.420 -0.62
C -2.535 3.609 -1.696 0.00
C -0.911 1.868 -2.358 -0.31
C -1.683 -1.748 6.007 0.00
H 1.807 -2.662 -6.165 0.11
C -1.745 3.495 -3.952 0.00
H -3.185 -0.199 5.941 0.12
C 2.128 -0.503 -3.865 -0.01
N -1.158 0.949 0.417 -0.10
C -0.964 2.407 -3.662 0.01
N -1.431 0.555 1.631 0.11
H -3.145 4.064 -0.925 0.13
H -0.361 1.929 -4.423 0.12
C 1.448 -2.756 -3.339 0.01
H 5.510 -0.344 0.187 0.08
O -0.142 0.849 -2.130 -0.19
C 2.477 -1.391 -1.656 -0.49
Ir 0.783 0.057 -0.405 1.65
H -1.934 -2.051 7.014 0.13
C -1.053 -0.957 3.404 -0.05
C -2.535 4.116 -2.959 -0.04
C -1.744 2.482 -1.354 -0.13

48
Properties=species:S:1:pos:R:3:lowdin_charge:R:1 method="wB97M-V/def2-TZVPD" max_force_ev_per_a=0.38 total_charge=+1 multiplicity=2 de_lowest_kcal_mol=0.0 s_squared=0.7611
H -3.559 -3.761 2.088 0.10
H -1.447 -3.387 3.396 0.11
N 0.636 0.970 1.423 -0.05
C -3.106 2.795 -1.158 -0.02
H -4.051 -2.638 0.814 0.09
H -2.235 1.519 4.939 0.11
C 3.103 -1.660 2.147 0.04
H 0.796 -3.139 -0.506 0.12
C 3.394 -2.924 1.649 0.00
O 2.371 0.955 2.974 0.16
H -2.720 0.716 -1.609 0.12
Ir -0.360 -0.266 0.256 1.34
H -5.930 -0.592 4.494 0.11
C 2.578 -3.467 0.670 -0.02
C -2.820 0.731 4.482 -0.06
H -3.910 2.886 -1.874 0.12
C 0.132 2.266 1.536 -0.42
C -4.156 0.564 4.821 -0.07
C 1.705 0.425 2.134 -0.42
C -2.961 -1.149 2.962 -0.19
H 3.713 -1.171 2.894 0.14
O 0.547 3.150 2.228 0.16
H 4.252 -3.472 2.014 0.13
C 2.003 -0.994 1.659 -0.18
H -1.185 0.017 3.312 0.10
C -2.718 3.864 -0.368 -0.01
C -2.232 -0.119 3.560 -0.04
N 1.185 -1.543 0.731 -0.09
H -1.309 4.495 1.163 0.14
H -2.648 -3.689 0.577 0.09
C 1.476 -2.749 0.239 -0.11
C -1.669 3.698 0.527 0.04
C -1.929 -1.100 0.810 -0.15
H -4.620 1.222 5.544 0.11
H -0.344 -2.075 3.003 0.07
H 2.778 -4.440 0.245 0.12
C -4.890 -0.452 4.232 -0.06
C -2.252 -2.042 1.932 -0.56
C -1.074 -2.766 2.582 -0.03
C -2.450 1.584 -1.023 -0.10
N -1.447 1.425 -0.158 -0.09
H -4.897 -2.085 2.859 0.11
C -1.053 2.470 0.604 -0.16
H -0.576 -3.418 1.865 0.07
H -3.223 4.817 -0.449 0.13
H -2.856 -0.617 0.473 0.07
C -3.192 -3.091 1.309 -0.04
C -4.299 -1.301 3.303 -0.02